(1)
This record from OMol25 describes a 7-piece molecular cluster, C28H73B2NO18Si overall at a distorted geometry. The level of theory is wB97M-V/def2-TZVPD.

The geometry in ORCA input format:
```
! wB97M-V def2-TZVPD RIJCOSX def2/J DEFGRID3
* xyz 0 1
N 0.741 2.500 -1.839
Si 0.142 3.396 -3.305
C -1.454 4.472 -2.923
C -1.898 5.194 -4.326
C -3.504 5.153 -4.652
C -4.222 3.695 -4.433
O -3.612 2.516 -4.295
O -5.720 3.680 -4.438
B -0.226 2.026 -4.655
O -0.202 2.271 -6.119
O -0.589 0.660 -4.213
B 1.635 4.456 -3.944
O 1.634 5.250 -5.196
O 2.899 4.524 -3.130
H 0.597 1.479 -2.021
H 0.158 2.836 -1.029
H -1.076 5.312 -2.172
H -2.299 3.860 -2.392
H -1.596 6.345 -4.228
H -1.335 4.789 -5.285
H -3.613 5.403 -5.815
H -4.140 5.979 -4.099
H -6.053 3.130 -3.645
H -0.154 3.266 -6.314
H 0.227 0.204 -3.812
H 1.121 6.109 -5.084
H 3.616 4.397 -3.846
C -2.009 2.225 4.324
O -0.754 2.899 4.326
C 0.231 2.210 3.554
C 0.417 2.858 2.177
O -0.758 2.711 1.374
C -1.543 3.900 1.343
H -2.768 2.913 4.708
H -2.303 1.907 3.321
H -1.958 1.355 4.987
H -0.020 1.146 3.457
H 1.175 2.281 4.104
H 1.227 2.345 1.654
H 0.694 3.915 2.274
H -1.069 4.635 0.688
H -1.680 4.325 2.340
H -2.526 3.649 0.935
C 4.669 0.893 1.044
O 3.680 0.550 2.010
C 3.200 -0.786 1.842
C 3.844 -1.743 2.851
O 5.245 -1.889 2.603
C 6.036 -1.111 3.498
H 5.166 1.809 1.374
H 5.422 0.109 0.930
H 4.187 1.085 0.079
H 3.359 -1.133 0.814
H 2.120 -0.762 2.022
H 3.394 -2.732 2.734
H 3.662 -1.410 3.880
H 6.060 -1.592 4.479
H 5.658 -0.090 3.595
H 7.054 -1.068 3.103
C 6.553 -3.461 0.368
O 6.689 -4.324 -0.757
C 7.479 -3.741 -1.795
C 8.907 -4.296 -1.790
O 9.612 -3.899 -0.610
C 9.671 -4.941 0.360
H 6.166 -4.048 1.205
H 7.508 -3.020 0.664
H 5.836 -2.667 0.136
H 7.482 -2.646 -1.717
H 7.004 -4.005 -2.746
H 9.449 -3.878 -2.642
H 8.905 -5.388 -1.896
H 10.408 -5.687 0.052
H 8.699 -5.419 0.505
H 9.988 -4.505 1.310
C 2.217 -5.536 2.267
O 1.327 -4.526 1.802
C 0.766 -4.843 0.527
C -0.664 -5.379 0.663
O -0.680 -6.646 1.327
C -1.059 -6.532 2.696
H 2.408 -5.362 3.329
H 1.797 -6.538 2.149
H 3.165 -5.467 1.724
H 1.402 -5.554 -0.016
H 0.738 -3.913 -0.051
H -1.076 -5.538 -0.337
H -1.306 -4.657 1.181
H -2.138 -6.371 2.765
H -0.531 -5.719 3.200
H -0.811 -7.471 3.198
C -6.261 -4.450 -3.727
O -5.814 -5.800 -3.654
C -4.432 -5.932 -3.995
C -3.558 -6.068 -2.744
O -3.568 -4.863 -1.972
C -4.433 -4.953 -0.844
H -7.228 -4.382 -3.222
H -5.566 -3.760 -3.243
H -6.394 -4.165 -4.776
H -4.101 -5.091 -4.617
H -4.336 -6.846 -4.591
H -2.524 -6.239 -3.055
H -3.873 -6.925 -2.136
H -3.962 -5.561 -0.068
H -5.406 -5.376 -1.107
H -4.589 -3.944 -0.453
C -5.348 4.506 2.692
O -4.878 5.732 2.140
C -5.942 6.648 1.872
C -6.043 7.722 2.961
O -6.439 7.152 4.213
C -5.336 6.979 5.099
H -4.491 3.964 3.100
H -6.072 4.668 3.494
H -5.801 3.899 1.901
H -6.895 6.118 1.753
H -5.711 7.137 0.920
H -6.819 8.438 2.677
H -5.099 8.270 3.062
H -5.048 7.945 5.518
H -4.478 6.521 4.599
H -5.654 6.323 5.914
*
```

Calculated values
HOMO energy ... -9.09 eV
Molecular weight ... 761.6 g/mol
E ... -2858.69410 Ha
Orbital gap ... 9.22 eV
Structure (SMILES) ... N[Si](CCCC(=O)O)(B(O)O)B(O)O.COCCOC.COCCOC.COCCOC.COCCOC.COCCOC.COCCOC
Maximum force ... 8.40 eV/Å

Mulliken atomic charge list, values in e, 6 entries:
1. N -0.381
2. Si -0.404
3. C -0.411
4. C -0.182
5. C -0.697
6. C 0.510

(2)
This record from OMol25 describes C28H76Li5N8O14 as an isolated structure at a distorted geometry. The level of theory is wB97M-V/def2-TZVPD.

The geometry in ORCA input format:
```
! wB97M-V def2-TZVPD RIJCOSX def2/J DEFGRID3
* xyz 3 1
Li 17.256 16.957 -7.147
Li 14.526 16.977 -5.535
Li 19.150 14.958 -7.385
Li 15.503 14.388 -7.635
Li 19.429 17.850 -5.523
O 15.276 15.046 -5.733
C 16.408 14.687 -4.921
C 17.618 15.674 -4.675
O 18.583 16.024 -5.720
H 16.809 13.712 -5.222
H 16.006 14.585 -3.907
H 18.229 15.253 -3.890
H 17.155 16.588 -4.284
C 12.582 12.387 -4.935
O 11.649 11.752 -4.449
N 13.712 11.849 -5.485
N 12.637 13.717 -4.727
H 13.750 10.856 -5.632
H 14.387 12.461 -5.912
H 13.397 14.357 -4.877
H 11.867 13.956 -4.118
C 21.355 13.870 -3.436
O 22.376 13.451 -2.926
N 21.316 14.647 -4.583
N 20.125 13.762 -2.873
H 22.167 14.705 -5.112
H 20.422 15.076 -4.716
H 19.379 14.245 -3.311
H 19.960 13.146 -2.097
C 18.311 15.256 5.661
O 18.370 15.966 4.441
C 17.110 16.096 3.821
C 17.275 16.980 2.612
N 17.863 16.190 1.483
C 17.888 16.968 0.239
C 19.118 16.560 -0.564
O 20.193 17.273 0.006
C 21.449 16.879 -0.534
H 17.727 14.336 5.542
H 17.820 15.854 6.434
H 19.329 14.975 5.919
H 16.405 16.567 4.519
H 16.686 15.127 3.540
H 17.797 17.925 2.783
H 16.265 17.264 2.283
H 18.827 16.291 1.818
H 17.766 18.035 0.449
H 17.017 16.590 -0.314
H 19.002 16.883 -1.615
H 19.259 15.475 -0.557
H 22.266 17.513 -0.204
H 21.442 16.674 -1.609
H 21.685 15.903 -0.089
C 11.647 16.229 -6.663
O 12.597 16.660 -5.687
C 12.065 17.155 -4.470
C 13.094 17.269 -3.388
N 14.130 18.226 -3.778
C 15.243 18.457 -2.840
C 15.036 19.006 -1.428
O 14.105 18.216 -0.745
C 13.693 18.757 0.481
H 10.980 17.091 -6.759
H 11.061 15.373 -6.327
H 12.088 16.006 -7.631
H 11.320 16.411 -4.162
H 11.492 18.092 -4.474
H 13.599 16.310 -3.212
H 12.605 17.495 -2.439
H 13.829 19.141 -4.097
H 15.785 19.274 -3.334
H 15.860 17.555 -2.761
H 14.658 20.027 -1.590
H 15.981 19.149 -0.895
H 13.070 18.078 1.057
H 13.173 19.719 0.385
H 14.526 19.024 1.146
C 18.200 9.150 -7.224
O 18.170 10.403 -6.536
C 19.458 10.716 -5.975
C 19.617 12.229 -5.817
N 19.212 13.015 -7.012
C 19.883 12.533 -8.270
C 21.392 12.650 -8.160
O 21.962 12.541 -9.421
C 23.393 12.449 -9.354
H 18.709 9.235 -8.190
H 17.163 8.844 -7.351
H 18.743 8.402 -6.645
H 20.207 10.293 -6.651
H 19.662 10.228 -5.020
H 20.664 12.357 -5.544
H 19.021 12.458 -4.931
H 18.327 12.546 -7.083
H 19.552 13.156 -9.109
H 19.542 11.517 -8.468
H 21.829 11.924 -7.467
H 21.559 13.648 -7.708
H 23.794 12.588 -10.351
H 23.613 11.442 -8.987
H 23.853 13.132 -8.636
C 10.905 8.074 1.181
O 11.246 9.396 1.569
C 12.602 9.554 1.937
C 13.524 9.696 0.728
N 13.239 10.925 0.017
C 14.089 11.096 -1.155
C 14.080 12.588 -1.605
O 14.503 13.281 -0.458
C 14.532 14.679 -0.677
H 11.049 7.346 1.982
H 11.526 7.846 0.309
H 9.875 7.971 0.845
H 13.009 8.765 2.577
H 12.612 10.496 2.490
H 13.398 8.816 0.095
H 14.516 9.718 1.209
H 13.619 11.651 0.621
H 13.813 10.465 -2.004
H 15.129 10.831 -0.898
H 12.999 12.635 -1.796
H 14.682 12.674 -2.515
H 15.219 14.818 -1.532
H 15.116 15.162 0.108
H 13.562 15.159 -0.801
O 18.570 18.932 -4.132
H 18.781 19.424 -3.322
H 17.684 19.231 -4.371
O 16.145 12.328 -7.689
H 15.845 11.892 -8.501
H 16.508 11.587 -7.140
*
```

Calculated values
HOMO energy ... -13.00 eV
Molecular weight ... 783.7 g/mol
E ... -2640.61692 Ha
Orbital gap ... 1.95 eV
Maximum force ... 3.56 eV/Å

Mulliken atomic charge list, values in e, 6 entries:
1. Li 0.869
2. Li 0.838
3. Li 0.879
4. Li 0.942
5. Li 0.869
6. O -1.427